1.
Computed, not measured: a molecular structure, C6H8O2, with the ωB97M-V functional and the def2-TZVPD basis.

```
! RIJCOSX wB97M-V def2-TZVPD def2/J DEFGRID3
* xyz 0 1
C -1.058 1.760 0.020
C -0.296 0.577 -0.109
C 1.626 -0.459 -0.810
C 1.341 -0.679 0.736
C -0.977 -0.690 -0.210
C -1.851 -1.546 -0.175
H -2.287 1.285 0.433
H -1.290 2.123 -1.130
H -0.503 2.727 0.774
H 2.639 -0.105 -1.197
H 0.885 -1.472 -1.202
H 0.648 -1.617 0.928
H 2.265 -0.619 1.624
H -2.382 -2.506 0.208
O 0.714 0.694 -0.958
O 0.525 0.528 1.068
*
```

The calculation puts the HOMO energy at -0.36272 Ha. The calculation puts the gap between HOMO and LUMO at 10.84 eV.

These are the Löwdin partial charges, in e, on atoms 1 to 4:
1. C -0.013
2. C -0.830
3. C -0.072
4. C -0.159


2.
Computed, not measured: a molecular structure, C24H31B3ClF4IrN5O8S, with the ωB97M-V functional and the def2-TZVPD basis.

```
! RIJCOSX wB97M-V def2-TZVPD def2/J DEFGRID3
* xyz 2 2
Ir -0.904 -0.527 -0.528
C 0.297 -0.296 3.551
C 0.181 -0.309 2.070
N -0.931 -0.498 1.467
O -2.092 -0.589 2.138
B -3.184 -1.406 1.451
F -4.228 -1.419 2.295
F -2.658 -2.622 1.072
O -3.728 -0.705 0.164
N -2.880 -0.662 -0.855
C -3.272 -0.554 -2.078
C -4.699 -0.550 -2.490
C -2.158 -0.393 -3.062
N -0.986 -0.422 -2.536
O 0.122 -0.155 -3.271
B 1.370 -0.720 -2.761
F 2.410 -0.241 -3.428
F 1.309 -2.024 -2.432
O 1.764 -0.054 -1.124
N 0.965 -0.262 -0.223
C 1.373 -0.024 1.162
C 2.637 -0.858 1.479
C -2.417 -0.214 -4.513
H -0.492 -0.912 3.976
H 0.183 0.721 3.928
H 1.269 -0.669 3.866
H -5.331 -0.804 -1.644
H -4.861 -1.267 -3.296
H -4.989 0.434 -2.863
H 3.400 -0.655 0.731
H 2.384 -1.917 1.491
H 3.031 -0.563 2.450
H -3.250 0.468 -4.677
H -2.692 -1.178 -4.947
H -1.531 0.153 -5.023
C 0.987 4.758 2.104
C 1.992 3.625 2.144
C 2.786 3.661 3.437
O 1.225 2.362 2.172
B 1.805 1.544 1.277
O 2.762 2.059 0.495
C 2.879 3.487 0.839
C 2.347 4.251 -0.361
C 4.352 3.781 1.041
H 0.422 4.774 3.035
H 0.286 4.649 1.278
H 1.495 5.718 2.003
H 2.095 3.635 4.279
H 3.374 4.575 3.509
H 3.462 2.810 3.522
H 1.296 4.020 -0.551
H 2.926 3.974 -1.240
H 2.440 5.327 -0.215
H 4.794 3.162 1.817
H 4.498 4.829 1.306
H 4.883 3.592 0.109
Cl -0.290 -9.210 -0.937
C -0.332 -7.544 -0.840
C -1.592 -6.883 -0.815
C -1.618 -5.524 -0.741
C -0.399 -4.802 -0.685
C 0.852 -5.465 -0.700
C 0.894 -6.822 -0.783
C -0.446 -3.317 -0.579
O -1.285 -2.706 -1.291
O 0.309 -2.758 0.223
H -2.496 -7.474 -0.855
H -2.550 -4.975 -0.718
H 1.757 -4.875 -0.648
H 1.826 -7.369 -0.803
S -1.338 3.869 -1.298
C -2.317 3.395 0.022
C -2.102 2.097 0.331
N -1.168 1.493 -0.490
C -0.709 2.314 -1.414
H -2.983 4.087 0.509
H -2.555 1.535 1.133
H 0.023 2.031 -2.160
*
```

The calculation puts the HOMO energy (alpha / beta) at -0.54513 / -0.54464 Ha. The calculation puts the gap between HOMO and LUMO (alpha / beta) at 7.43 / 5.40 eV.

These are the Löwdin partial charges, in e, on atoms 1 to 4:
1. Ir 1.591
2. C 0.057
3. C -0.203
4. N -0.111


3.
Computed, not measured: CBrINP in the gas phase, with the ωB97M-V functional and the def2-TZVPD basis.

```
! RIJCOSX wB97M-V def2-TZVPD def2/J DEFGRID3
* xyz 0 1
N -0.889 2.052 -0.537
C -0.260 1.140 -0.337
P 0.712 -0.419 -0.390
Br -1.033 -2.025 -0.658
I 1.470 -0.748 1.921
*
```

As for the structure (SMILES): N#CP(Br)I. The calculation puts the HOMO energy at -0.37244 Ha. The calculation puts the gap between HOMO and LUMO at 8.60 eV.

These are the Löwdin partial charges, in e, on atoms 1 to 4:
1. N 0.090
2. C -0.624
3. P 0.119
4. Br 0.085


For the records above, the corresponding max |F| values read 0.1385; 0.0300; 0.0873 Eh/bohr.